Entry from the OMol25 dataset: a single C20H21N5O3S molecule at a distorted geometry (wB97M-V/def2-TZVPD).

Output
Energy relative to the best compared isomer or geometry (same formula, charge and spin) in kcal per mole: 90.3
SMILES: Cc1ccccc1OCCOc1cccc(/C=N/NC(=O)Cc2nnc(N)s2)c1
Total charge: 0
HOMO energy in eV: -8.105
Orbital gap in eV: 8.43

Cartesian coordinates (Å):
H1 -0.60 -4.42 3.57
H2 1.62 -4.89 2.58
H3 1.90 -2.17 -1.22
H4 -2.45 -0.50 3.65
C1 -3.02 -0.48 2.72
H5 -2.43 2.41 0.20
C2 1.40 2.16 -3.62
H6 -0.17 0.40 -2.68
N1 0.15 -1.06 -1.39
C3 1.70 0.84 -4.21
H7 2.31 -3.73 0.51
C4 0.90 -1.93 -0.86
C5 1.71 -0.25 -3.11
H8 1.02 2.14 -0.43
C6 -0.13 -0.02 2.53
C7 1.33 -3.55 0.93
N2 1.51 5.56 -2.10
H9 1.94 -0.21 3.00
N3 0.23 2.53 -3.25
C8 1.32 4.31 -2.59
H10 0.73 5.96 -1.59
C9 0.46 -2.66 0.31
H11 -1.23 2.50 -1.10
H12 -4.24 -2.26 2.68
C10 -0.65 1.30 0.57
N4 0.17 3.73 -2.68
C11 0.95 -4.19 2.10
O1 -2.43 0.34 1.75
C12 -1.07 0.51 1.66
C13 -3.30 -1.92 2.24
C14 -1.68 1.85 -0.36
C15 -1.17 -3.05 2.04
N5 0.52 -0.30 -2.45
H13 -2.20 1.03 -0.87
H14 -0.42 -0.64 3.36
H15 -1.44 -1.73 0.34
C16 -0.80 -2.42 0.86
H16 -3.39 -1.93 1.15
C17 1.22 0.22 2.32
O2 2.67 -0.95 -2.92
H17 -3.99 0.00 2.93
H18 2.43 5.82 -1.82
H19 0.94 0.58 -4.94
C18 -0.29 -3.94 2.65
H20 2.69 1.17 1.10
C19 0.70 1.53 0.40
O3 -2.36 -2.86 2.70
S1 2.65 3.36 -3.25
C20 1.64 0.99 1.26
H21 2.68 0.84 -4.68

Atomic partial charges in e from the natural (NBO) method, atoms 1 to 6:
1. H 0.22
2. H 0.21
3. H 0.21
4. H 0.19
5. C -0.09
6. H 0.22